No. 1
Formula: C6H32O12
Source: the Open Molecules 2025 dataset
Level of theory: wB97M-V/def2-TZVPD

Each line ends with the natural charge from an NBO analysis.
Positions of all 50 atoms, in Å:
C1 -0.221 -2.227 3.100  -0.6736
C2 -0.277 -1.437 1.832  -0.1589
C3 0.725 -0.636 1.498  -0.1690
C4 0.705 0.129 0.192  -0.4219
C5 0.495 -0.736 -1.089  -0.5262
C6 0.643 0.160 -2.293  0.4546
O1 1.575 0.038 -3.060  -0.5670
H1 0.235 -3.226 2.946  0.2332
H2 -1.199 -2.641 3.413  0.2233
H3 0.349 -1.699 3.893  0.2183
H4 -1.163 -1.603 1.214  0.1515
H5 1.608 -0.592 2.150  0.1836
H6 1.636 0.675 0.040  0.2123
H7 -0.140 0.796 0.214  0.2010
H8 -0.482 -1.215 -1.180  0.2495
H9 1.232 -1.584 -1.090  0.2245
H10 -0.102 0.979 -2.438  0.1277
O2 2.134 1.773 2.062  -0.9640
H11 2.462 0.968 2.487  0.4679
H12 2.427 1.592 1.156  0.4854
O3 -1.885 3.048 -1.319  -0.9690
H13 -1.324 2.936 -0.518  0.4762
H14 -2.768 3.232 -0.989  0.4759
O4 -1.526 2.553 1.287  -0.9884
H15 -1.749 3.474 1.507  0.4884
H16 -0.567 2.728 1.147  0.5171
O5 -2.290 -3.050 -0.161  -0.9354
H17 -1.735 -2.357 0.232  0.4510
H18 -3.151 -2.913 0.290  0.4797
O6 3.857 0.967 0.097  -0.9632
H19 3.844 1.188 -0.839  0.4750
H20 4.045 -0.020 0.030  0.5121
O7 3.724 -1.158 -1.914  -0.9802
H21 3.090 -1.871 -1.799  0.4877
H22 3.326 -0.356 -2.298  0.4920
O8 -2.224 -0.019 -0.051  -0.9715
H23 -1.783 0.770 0.285  0.4867
H24 -2.588 -0.438 0.732  0.4914
O9 0.296 -3.980 -0.699  -0.9408
H25 -0.213 -3.315 -0.196  0.4649
H26 -0.391 -4.327 -1.285  0.4782
O10 -2.496 0.487 2.802  -0.9757
H27 -1.961 0.211 3.549  0.4734
H28 -2.230 1.395 2.590  0.4973
O11 -3.250 0.017 -2.702  -0.9530
H29 -2.748 0.249 -1.924  0.4901
H30 -2.680 0.196 -3.452  0.4581
O12 0.836 2.944 0.051  -0.9865
H31 0.889 2.933 -0.911  0.5034
H32 1.640 3.197 0.511  0.5130

Computed properties:
Net charge: 0
E in eV: -31309.186
LUMO in Ha: -0.002
Energy relative to the best compared isomer or geometry (same formula, charge and spin) in kJ/mol: 370.8
Gap between HOMO and LUMO in eV: 9.49
HOMO energy in eV: -9.557

---

No. 2
Formula: C36H42N7O3
Source: the Open Molecules 2025 dataset
Level of theory: wB97M-V/def2-TZVPD

Each line ends with the Mulliken charge.
Positions of all 88 atoms, in Å:
N1 -17.883 -13.351 -0.599  0.9705
O1 -18.746 -12.941 -1.375  -0.3773
O2 -18.106 -13.617 0.570  -0.6815
O3 -16.768 -13.622 -1.045  -0.6668
C1 -16.430 -13.424 -12.165  -0.8758
N2 -16.697 -13.010 -10.767  0.0167
C2 -15.822 -13.440 -9.800  -0.4041
C3 -15.946 -12.990 -8.496  -0.5467
C4 -16.980 -12.147 -8.155  0.5110
C5 -17.893 -11.754 -9.137  -0.7815
C6 -17.672 -12.170 -10.477  -0.1342
C7 -17.049 -11.590 -6.807  0.7802
C8 -17.019 -12.476 -5.729  -0.7042
C9 -17.304 -12.035 -4.429  -0.6710
N3 -17.550 -10.711 -4.223  0.0560
C10 -17.474 -9.832 -5.235  0.0749
C11 -17.131 -10.244 -6.567  -0.7902
C12 -17.930 -10.299 -2.870  -0.7549
H1 -16.897 -14.395 -12.331  0.3563
H2 -15.352 -13.436 -12.328  0.3712
H3 -16.946 -12.756 -12.854  0.3475
H4 -15.051 -14.119 -10.132  0.4931
H5 -15.212 -13.365 -7.799  0.5703
H6 -18.752 -11.133 -8.932  0.5356
H7 -18.340 -11.763 -11.221  0.4081
H8 -16.918 -13.527 -5.952  0.5860
H9 -17.369 -12.780 -3.649  0.5853
H10 -17.749 -8.827 -4.953  0.4515
H11 -17.101 -9.506 -7.354  0.5664
H12 -18.900 -10.724 -2.609  0.1915
H13 -17.933 -9.209 -2.868  0.3554
H14 -17.163 -10.718 -2.219  0.3652
C13 -20.674 -11.650 2.429  -0.8443
N4 -20.915 -10.638 1.401  0.1117
C14 -20.904 -10.890 0.024  -0.4846
C15 -20.890 -9.890 -0.914  -0.3869
C16 -20.996 -8.572 -0.471  0.9652
C17 -21.026 -8.319 0.936  -0.7905
C18 -21.063 -9.373 1.873  -0.4906
C19 -21.140 -7.506 -1.447  1.2247
C20 -20.637 -6.290 -1.238  -0.7574
C21 -20.663 -5.256 -2.109  -0.4138
N5 -21.342 -5.469 -3.298  0.0107
C22 -21.844 -6.690 -3.602  -0.3777
C23 -21.711 -7.741 -2.696  -0.6444
C24 -21.455 -4.322 -4.280  -0.7997
H15 -21.404 -11.537 3.230  0.4596
H16 -19.641 -11.484 2.735  0.3974
H17 -20.887 -12.620 1.980  0.1699
H18 -20.831 -11.926 -0.274  0.4806
H19 -20.793 -10.232 -1.934  0.2515
H20 -21.243 -7.365 1.392  0.4881
H21 -21.093 -9.336 2.952  0.5037
H22 -20.174 -6.010 -0.303  0.4445
H23 -20.354 -4.242 -1.900  0.4117
H24 -22.266 -6.771 -4.592  0.4875
H25 -21.960 -8.742 -3.017  0.5092
H26 -21.190 -3.390 -3.782  0.2863
H27 -22.454 -4.370 -4.715  0.3566
H28 -20.754 -4.446 -5.106  0.3696
C25 -22.783 -13.918 -7.253  -0.8930
N6 -22.180 -14.511 -6.055  0.0646
C26 -21.258 -15.474 -6.206  -0.5000
C27 -20.647 -15.990 -5.062  -0.6547
C28 -20.933 -15.527 -3.781  0.9021
C29 -21.903 -14.545 -3.682  -0.5446
C30 -22.500 -14.009 -4.834  -0.4027
C31 -20.097 -15.901 -2.558  1.3436
C32 -20.440 -15.522 -1.296  -0.5060
C33 -19.655 -15.880 -0.163  -0.4317
N7 -18.579 -16.614 -0.323  0.1510
C34 -18.113 -16.998 -1.535  -0.4853
C35 -18.865 -16.666 -2.648  -0.7743
C36 -17.799 -17.008 0.821  -1.0124
H29 -21.965 -13.336 -7.677  0.3649
H30 -23.661 -13.306 -7.046  0.3130
H31 -23.080 -14.711 -7.940  0.3403
H32 -21.076 -15.922 -7.171  0.5139
H33 -19.983 -16.829 -5.206  0.5509
H34 -22.309 -14.209 -2.739  0.4362
H35 -23.324 -13.314 -4.764  0.4224
H36 -21.313 -15.015 -0.914  0.4269
H37 -19.962 -15.635 0.843  0.2963
H38 -17.162 -17.479 -1.707  0.4486
H39 -18.424 -16.898 -3.606  0.3292
H40 -17.567 -18.072 0.788  0.4302
H41 -18.312 -16.970 1.782  0.3484
H42 -16.918 -16.369 0.898  0.3785

Computed properties:
Net charge: +5
E in eV: -54531.978
LUMO in Ha: -0.469
Energy relative to the best compared isomer or geometry (same formula, charge and spin) in kJ/mol: 320.9
Gap between HOMO and LUMO in eV: 6.14
HOMO energy in eV: -18.896